[1]
Here is C20H21Cl2N2O9Ru as an isolated structure in a non-equilibrium geometry from OMol25. Energies are from ωB97M-V/def2-TZVPD.

XYZ file:
```
55
Properties=species:S:1:pos:R:3:mulliken_charge:R:1
Ru -0.11884 0.03612 -0.17460 1.723
O 3.79059 -4.82066 1.00238 -0.556
C 2.94146 -3.79627 0.78194 1.192
C 2.54977 -2.94216 1.83479 -0.537
C 1.61427 -1.97582 1.54576 -0.245
N 1.19987 -1.79675 0.28338 0.571
C 1.55476 -2.59866 -0.68494 0.199
C 2.42538 -3.65450 -0.49835 -0.890
C 0.81655 -2.36712 -2.01593 0.065
O 1.13322 -3.08882 -2.93048 -0.728
O -0.10208 -1.49753 -1.93324 -0.393
C 1.09482 -0.88599 2.47042 -0.089
O 1.57985 -0.74215 3.59658 -0.712
O 0.10477 -0.15394 1.99810 -0.544
H 4.06921 -4.83816 1.97631 0.321
H 3.01555 -3.03881 2.81464 0.403
H 2.71550 -4.28979 -1.29782 0.627
Cl -2.82046 2.62595 -6.79298 -0.225
C -2.44491 2.38057 -5.08667 -0.008
C -3.45619 2.23553 -4.12818 -0.422
C -3.25683 1.82406 -2.84082 0.264
Cl -4.60828 1.76951 -1.75051 -0.208
C -1.94347 1.46559 -2.35844 -0.095
O -1.69943 1.01467 -1.16008 -0.558
C -0.97247 1.57545 -3.34061 1.038
C 0.40451 1.20058 -3.08329 -0.348
O 0.90324 0.86287 -2.02872 -0.395
C -1.18126 2.05867 -4.67266 -0.818
H -4.48592 2.51184 -4.45057 0.337
H 1.05975 1.34297 -3.94887 0.327
H -0.38275 1.96670 -5.42767 0.312
C 1.60845 2.50370 3.84666 -0.991
N 1.14697 2.51510 2.47078 0.223
C -0.23225 2.90287 2.23135 -1.132
C 1.85943 1.92701 1.54191 1.065
C 3.27682 1.54505 1.75085 -1.402
O 1.40293 1.69809 0.38551 -0.672
H 0.94633 3.15772 4.41867 0.320
H 2.62548 2.92405 3.90056 0.363
H 1.54738 1.49497 4.29644 0.299
H -0.48513 3.82751 2.75027 0.425
H -0.86561 2.01479 2.41930 0.269
H -0.31054 3.09665 1.14907 0.311
H 3.80880 2.34627 2.25013 0.507
H 3.68947 1.35896 0.74977 0.356
H 3.31823 0.66393 2.34594 0.260
C -3.92380 -2.39315 0.76005 -1.236
C -2.92233 -1.23952 0.97149 -0.201
O -1.68358 -1.52408 0.17314 -0.268
H -4.90590 -2.18028 1.15678 0.382
H -3.53324 -3.27997 1.27377 0.322
H -4.05147 -2.67646 -0.32617 0.332
H -2.58998 -1.19498 1.96330 0.334
H -3.29551 -0.29186 0.58986 0.201
H -1.93118 -1.58032 -0.76830 0.325
```

## Properties
Expectation value of S²: 8.7569
HOMO energy (alpha / beta) (eV): -8.49 / -8.55
Energy above the lowest of the compared OMol25 structures with the same formula, charge and spin (eV): 0.4091
Frontier orbital gap (alpha / beta) (eV): 8.4 / 7.1
Spin multiplicity: 6
Total charge: 0

[2]
Here is C9H10FNOP2 as an isolated structure in a non-equilibrium geometry from OMol25. Energies are from ωB97M-V/def2-TZVPD.

XYZ file:
```
24
Properties=species:S:1:pos:R:3:mulliken_charge:R:1
C -3.36504 0.13774 -1.88080 -0.449
C -3.00718 0.70437 -0.62105 -0.392
C -2.33865 -0.43691 -2.69401 -0.542
C -1.73791 0.64721 -0.11368 -0.448
C -1.05524 -0.43544 -2.18066 -0.280
C -0.73820 0.09027 -0.92785 0.562
C 2.05446 2.74753 1.21321 -0.695
C 2.15440 1.50780 0.67413 -0.133
C 1.82443 1.17544 -0.71205 0.642
N 3.07386 -1.18819 -0.13215 -0.005
O 0.51680 -0.09257 -0.54065 -0.366
F 1.23093 2.15150 -1.35067 -0.265
P 2.41461 -0.54504 -1.37822 -0.018
P 3.87499 -2.62148 0.29413 -0.193
H -4.36114 0.43926 -2.15868 0.331
H -3.85240 1.14895 -0.17032 0.387
H -2.50359 -0.61159 -3.77965 0.300
H -1.49023 0.98332 0.88301 0.406
H -0.29400 -0.99224 -2.68946 0.283
H 2.39418 3.16333 2.12650 0.333
H 1.78134 3.57279 0.53336 0.211
H 2.49005 0.55314 1.19215 0.275
H 5.09293 -2.55796 -0.38655 0.026
H 4.55799 -1.82242 1.36342 0.030
```

## Properties
HOMO energy (eV): -8.35
Energy above the lowest of the compared OMol25 structures with the same formula, charge and spin (eV): 0.7861
Frontier orbital gap (eV): 7.9
Spin multiplicity: 1
Total charge: 0

[3]
Here is a 2-piece molecular cluster, C11H8F3O7PS overall in a non-equilibrium geometry from OMol25. Energies are from ωB97M-V/def2-TZVPD.

XYZ file:
```
31
Properties=species:S:1:pos:R:3:mulliken_charge:R:1
O -4.28525 0.48464 0.27687 -0.411
C -3.38451 0.87136 -0.36198 0.594
O -2.32094 1.50350 0.14928 -0.342
C -1.67223 0.79997 1.24793 -0.703
C -0.84797 -0.43071 0.83298 -0.217
C -1.55521 -1.75916 1.00117 0.379
F -1.10326 -2.76495 0.21221 -0.314
C -2.53448 -2.05383 1.84813 0.305
F -2.59350 -1.66985 3.11177 -0.257
F -3.54235 -2.83531 1.47182 -0.238
O -3.44255 0.76142 -1.75250 -0.339
P -2.81501 -0.65476 -2.37315 0.357
S -3.97846 -2.19307 -2.14120 -0.386
H -0.94975 1.52249 1.66415 0.457
H -2.37182 0.58654 2.07705 0.290
H -0.47750 -0.27360 -0.18922 0.230
H 0.04952 -0.44716 1.49893 0.383
H -1.50357 -0.90352 -1.91712 0.126
H -2.71726 -0.42959 -3.77000 0.064
C 3.53360 -0.55590 -0.47503 -0.780
C 2.65490 -0.16856 0.51200 0.568
C 2.58931 1.35219 0.74953 0.622
O 1.78690 1.86612 1.55015 -0.786
C 3.49372 2.19750 0.01659 -0.755
C 4.39390 1.81531 -0.96820 0.357
C 4.38170 0.30137 -1.28213 0.497
O 5.06131 -0.20300 -2.18030 -0.746
O 5.18082 2.54914 -1.60705 -0.797
O 1.91031 -0.90304 1.21773 -0.868
H 3.63049 -1.61204 -0.71287 0.368
H 3.42915 3.24650 0.29245 0.342
```

## Properties
HOMO energy (eV): -0.26
Frontier orbital gap (eV): 4.4
Spin multiplicity: 1
Total charge: -2

[4]
Here is C28H77FeN9O13 as an isolated structure in a non-equilibrium geometry from OMol25. Energies are from ωB97M-V/def2-TZVPD.

XYZ file:
```
128
Properties=species:S:1:pos:R:3:mulliken_charge:R:1
Fe -0.94514 -1.96902 -2.76200 0.578
N 1.68258 -3.77495 -2.27521 0.611
O 1.86280 -4.41873 -3.25844 -0.727
O 0.64842 -3.17932 -2.11680 0.190
O 2.48668 -3.78117 -1.34481 -0.664
N -0.03374 0.17799 -0.30211 0.340
O 0.46454 1.20145 -0.67158 -0.692
O -0.39434 -0.58848 -1.20522 -0.249
O -0.16478 -0.15818 0.84134 -0.607
C 1.46108 4.22049 -2.79636 -1.152
C 0.55115 4.73897 -1.66832 1.133
C -0.04479 6.10016 -1.91399 -0.971
O 0.81013 7.21676 -1.52362 -0.331
C 0.07766 8.36297 -1.50486 -0.762
N -0.41842 3.75447 -1.65233 -0.692
H 2.42923 4.71255 -2.88939 0.476
H 0.95156 4.22017 -3.75994 0.214
H 1.77079 3.20580 -2.54614 -0.031
H 1.09597 4.76769 -0.72468 0.051
H -1.01057 6.12124 -1.40909 0.420
H -0.36264 6.24056 -2.94712 0.422
H -0.22444 8.53389 -2.53812 0.303
H 0.64446 9.18269 -1.06339 0.262
H -0.86565 8.34183 -0.95914 0.321
H -1.06082 3.75814 -0.87297 0.403
H 0.05598 2.87784 -1.48935 0.123
C 2.04749 1.99201 2.63130 -1.782
C 0.65191 2.48939 2.97575 1.197
C 0.67780 3.71340 3.91570 -1.543
O 1.20352 3.38787 5.21563 -0.366
C 1.12677 4.45130 6.15491 -0.861
N -0.06224 2.77120 1.71066 -0.500
H 2.18796 1.03625 2.12644 0.181
H 2.71426 1.90498 3.48917 0.568
H 2.52145 2.74063 1.99645 0.439
H 0.04401 1.77998 3.53729 0.187
H -0.34678 4.08008 3.97801 0.450
H 1.17528 4.58209 3.48445 0.639
H 1.75620 5.31870 5.95606 0.306
H 1.29704 4.00256 7.13355 0.299
H 0.11307 4.84332 6.23761 0.323
H -0.10367 1.95218 1.12108 0.181
H 0.61978 3.35563 1.24871 0.156
C -2.48621 2.05906 5.14676 -1.733
C -2.83086 0.89629 4.25053 1.299
C -4.28260 0.32305 4.33298 -1.034
O -4.40508 -0.87197 3.52008 -0.140
C -5.48012 -1.73646 3.84349 -0.902
N -2.54600 1.33309 2.87303 -0.826
H -1.41168 2.24198 5.15245 0.383
H -2.73285 1.86188 6.19002 0.473
H -2.85271 3.04248 4.85235 0.362
H -2.08505 0.15337 4.53327 0.008
H -5.00186 1.07411 4.00637 0.342
H -4.40567 0.02213 5.37337 0.430
H -6.45842 -1.27679 3.70302 0.323
H -5.45838 -2.06639 4.88214 0.365
H -5.40128 -2.62515 3.21729 0.241
H -2.46338 0.42302 2.44287 0.356
H -1.63219 1.76135 2.83231 0.377
C -3.51459 -4.75274 -0.67750 -1.325
C -2.35678 -4.25014 -1.58541 0.756
C -2.63742 -4.52535 -3.11017 -1.243
O -1.61960 -3.80787 -3.75267 -0.131
C -1.50643 -4.35429 -5.06803 -0.973
N -2.30194 -2.77663 -1.36274 0.315
H -3.26086 -4.60399 0.37207 0.155
H -3.76808 -5.81097 -0.74066 0.418
H -4.45884 -4.22414 -0.80822 0.400
H -1.37019 -4.60697 -1.28974 0.226
H -3.60964 -4.30046 -3.54869 0.426
H -2.58946 -5.59385 -3.32018 0.483
H -2.35183 -4.14337 -5.72296 0.341
H -1.33556 -5.43038 -5.09850 0.366
H -0.58275 -3.96407 -5.49539 0.252
H -1.98177 -2.69639 -0.40821 -0.106
H -3.25391 -2.45757 -1.25290 0.235
C -2.12132 -3.24178 3.64378 -1.630
C -1.30588 -2.84962 2.44240 1.127
C -0.61795 -4.03455 1.70776 -0.008
O 0.35162 -4.65484 2.49583 -0.463
C 0.94932 -5.73930 1.83721 -0.595
N -2.11938 -2.18630 1.47646 -0.192
H -2.55742 -2.34515 4.08421 0.391
H -1.46322 -3.75081 4.34797 0.445
H -2.93214 -3.93201 3.41091 0.266
H -0.59657 -2.07740 2.74018 -0.234
H -0.16411 -3.67031 0.78609 -0.266
H -1.37621 -4.76066 1.41467 0.305
H 1.46766 -5.36684 0.95362 0.157
H 0.30423 -6.57287 1.55951 0.290
H 1.69595 -6.17464 2.50138 0.316
H -2.89584 -1.85585 2.03144 -0.036
H -1.62113 -1.34585 1.22053 0.118
C 2.26997 -0.27372 -3.52791 -1.308
C 0.93527 -0.03977 -4.17459 0.660
C 1.05893 0.71344 -5.50012 -1.027
O -0.20002 1.14520 -5.85119 -0.263
C -0.20403 2.04157 -6.94255 -0.854
N 0.23858 -1.31947 -4.42667 -0.264
H 2.17254 -0.78027 -2.56769 -0.198
H 2.80530 0.66010 -3.35614 0.442
H 2.94644 -0.84538 -4.16327 0.471
H 0.30194 0.54212 -3.50497 0.080
H 1.61869 0.18577 -6.27235 0.362
H 1.71502 1.54317 -5.23705 0.438
H -1.15320 2.57395 -6.88137 0.286
H -0.02354 1.63366 -7.93711 0.314
H 0.57896 2.79129 -6.82875 0.333
H -0.55347 -1.06963 -5.00141 0.395
H 0.76802 -1.78103 -5.15246 0.340
C 5.20068 -2.26964 0.97759 -1.726
C 4.07645 -1.27517 1.10226 0.307
C 4.02021 -0.33995 -0.05807 0.208
O 5.05060 0.67106 -0.00361 -0.435
C 5.23948 1.44516 -1.18402 -0.538
N 2.80791 -2.02534 1.14658 -0.396
H 6.08740 -1.64045 0.90047 0.415
H 5.20717 -2.98900 0.15870 0.338
H 5.24765 -2.80860 1.92385 0.400
H 4.18477 -0.70071 2.02225 0.439
H 3.09566 0.23738 -0.05488 -0.304
H 4.07158 -0.94104 -0.96590 0.424
H 4.36772 1.98115 -1.55931 0.019
H 5.64608 0.76136 -1.92912 0.328
H 5.91256 2.28303 -1.00222 0.302
H 1.98967 -1.45761 0.97846 0.032
H 2.86387 -2.67708 0.37704 0.221
```

## Properties
Expectation value of S²: 6.0072
HOMO energy (alpha / beta) (eV): -8.29 / -8.29
Energy above the lowest of the compared OMol25 structures with the same formula, charge and spin (eV): 1.2172
Frontier orbital gap (alpha / beta) (eV): 7.9 / 7.5
Spin multiplicity: 5
Total charge: 0

Q: Among the records above, which one has the lowest total charge?
A: C11H8F3O7PS

Q: Which value of total charge does entry 3 give?
A: -2

Q: Number 4 is which compound?
A: C28H77FeN9O13